No. 1
17
Properties=species:S:1:pos:R:3:forces:R:3 method="wB97M-V/def2-TZVPD" smiles="C=C[C@]1(N)C(=C)N1N" max_force_ev_per_a=2.2
N -1.202155 -0.199794 -0.701884 1.328 -0.907 -1.503
N -2.480921 -0.060649 -0.125311 -1.105 0.488 1.044
N -0.377005 1.452345 0.957140 0.089 -0.053 -0.159
C 1.258540 0.594219 -0.767443 1.025 1.274 -0.880
C -0.295856 -0.936646 0.079745 -0.508 -1.137 1.324
C 2.477381 0.389102 -0.239621 -1.182 -0.043 -0.051
C 0.054801 -2.119456 0.533064 -0.366 -0.251 -0.177
C -0.011370 0.449105 -0.025347 0.084 0.586 0.583
H 1.035287 -2.285650 0.965097 -0.192 0.216 0.261
H -1.281737 1.813074 0.659630 0.135 0.006 0.460
H 3.381191 0.548014 -0.814562 -0.128 -0.011 -0.005
H 0.264198 2.239630 0.913305 0.068 -0.269 -0.040
H -2.865967 0.861929 -0.311598 0.129 -0.141 -0.331
H 1.173113 0.940102 -1.792719 0.079 -0.035 -0.136
H -0.603123 -2.975500 0.452044 0.074 -0.068 -0.227
H -3.109040 -0.735623 -0.561583 0.425 0.232 -0.083
H 2.582664 0.025796 0.780042 0.045 0.113 -0.080


No. 2
17
Properties=species:S:1:pos:R:3:forces:R:3 method="wB97M-V/def2-TZVPD" max_force_ev_per_a=7.5
N -0.898887 0.657030 1.723237 1.423 -2.229 0.117
N 0.748055 -1.233029 1.474096 0.650 0.170 0.122
N 2.622842 -1.035724 -0.586672 -0.864 -0.284 0.319
C -2.155142 0.725741 1.614343 0.289 0.195 -1.099
C -0.042216 0.035842 -0.527247 6.172 -2.492 -3.010
C 0.155740 -0.316910 0.685882 -5.440 3.155 4.125
C 1.578582 -0.624028 -1.166892 -2.252 1.275 -1.223
C -0.770944 0.935828 -1.424731 -0.763 0.331 0.146
H -2.725872 0.454097 0.700933 0.186 -0.446 0.485
H -1.848864 0.789998 -1.285675 0.185 0.149 -0.055
H 0.673073 -0.966586 2.449527 0.130 -0.043 -0.135
H -0.588522 0.715902 -2.480677 0.251 -0.062 0.176
H 1.525632 -0.501937 -2.261873 0.105 -0.160 0.041
H 1.691189 -1.471597 1.156944 -0.205 0.009 0.166
H 3.354436 -1.363582 -1.228648 -0.352 0.445 0.107
H -2.771758 1.209545 2.393331 0.483 0.028 -0.203
H -0.547343 1.989408 -1.235878 0.002 -0.043 -0.079


No. 3
17
Properties=species:S:1:pos:R:3:forces:R:3 method="wB97M-V/def2-TZVPD" max_force_ev_per_a=5.3
N -2.941470 -0.283773 0.115671 -0.867 -4.264 -1.200
N -1.842789 0.431678 -0.056054 2.109 4.898 0.248
N 1.645749 0.532285 -0.133027 1.557 4.086 -0.092
C -0.585748 0.266600 -0.025399 -3.662 -1.745 0.552
C 1.291434 -0.603521 -0.936300 0.890 -2.019 -1.262
C 0.423421 1.376161 -0.121914 0.886 2.427 -1.762
C 0.281444 -0.949591 0.185809 1.383 2.131 0.009
C 1.365579 -0.186129 1.065178 0.821 -3.568 0.296
H 0.815662 -0.329889 -1.930193 1.018 -0.630 0.896
H -3.789823 0.210023 0.378696 0.644 0.606 -0.577
H 0.439911 2.061002 -1.065757 -0.546 -1.507 1.386
H 1.045175 0.416103 1.931274 0.544 -0.639 -0.156
H 2.242403 -1.326821 -0.981736 -2.182 1.424 -0.255
H -3.097463 -0.837904 -0.767520 -0.193 0.396 1.589
H 0.074299 -1.926942 0.457959 -1.431 -1.685 0.214
H 2.191950 -0.980630 1.149424 -0.865 1.374 1.006
H 0.440259 2.131347 0.733892 -0.107 -1.285 -0.891


No. 4
18
Properties=species:S:1:pos:R:3:forces:R:3 method="wB97M-V/def2-TZVPD" max_force_ev_per_a=3.3
O -2.599091 0.442499 0.807405 0.351 -0.230 0.598
N -0.745633 1.427682 -0.303252 -1.535 -0.637 1.798
N 0.937245 -0.194142 0.280292 0.085 0.332 -0.426
N -0.720630 -2.044031 0.517143 -0.330 -0.624 0.069
C -1.328530 0.446798 0.422273 -0.351 2.401 -2.185
C 0.134705 0.402090 -0.779555 0.881 -2.373 1.446
C 1.530051 0.619422 1.332552 -0.169 0.153 0.243
C -0.426329 -0.684342 0.391152 1.350 0.814 -1.372
C 0.491064 0.202578 -2.208780 -0.255 -0.197 0.214
H 1.202505 0.982258 -2.497872 -0.080 0.016 0.003
H -0.393268 0.287391 -2.837469 0.012 0.006 -0.066
H 0.112927 -2.624574 0.484066 -0.204 0.309 0.044
H 0.972607 -0.766512 -2.341795 -0.070 0.061 -0.011
H 2.531495 0.912068 1.018154 0.011 -0.010 0.069
H 0.946804 1.524795 1.543999 0.043 -0.092 -0.021
H -1.261289 -2.250603 1.350591 0.098 -0.011 -0.131
H -2.987248 1.299924 0.577368 0.118 -0.001 -0.113
H 1.602613 0.016702 2.243732 0.045 0.082 -0.157


No. 5
18
Properties=species:S:1:pos:R:3:forces:R:3 method="wB97M-V/def2-TZVPD" smiles="CN1C[C@H]2NNC(=O)[C@H]21" max_force_ev_per_a=3.7
O 1.442339 2.376066 -0.004444 -0.186 -1.809 -0.595
N -0.808685 0.268998 -0.358192 -1.929 2.097 0.446
N 1.799320 -1.130769 -0.083865 3.294 -0.716 0.257
N 2.214313 0.208572 -0.484992 -0.255 -0.398 -2.355
C 1.324833 1.154918 0.004310 0.056 1.414 1.817
C -0.649005 -1.129179 -0.514137 -1.438 -3.250 -1.030
C -2.041545 0.989340 -0.129333 -2.322 -0.326 -0.317
C 0.511136 -1.124345 0.496565 -1.518 0.636 -0.296
C 0.161231 0.353418 0.671267 1.807 -0.100 1.330
H -0.098466 0.422682 1.744704 -0.289 1.458 -0.573
H 2.437270 -1.278743 0.704986 -0.047 -0.472 -0.542
H -2.611479 0.837047 0.880741 1.074 -0.550 -1.398
H -0.439727 -1.461864 -1.577659 0.087 0.346 1.113
H -1.897915 2.075134 -0.103298 0.414 -0.210 -0.427
H -2.772932 0.748508 -0.981304 0.960 0.423 1.276
H 2.591604 0.252593 -1.508852 -1.107 0.058 2.722
H -1.500218 -1.809616 -0.171670 0.646 0.981 -0.215
H 0.337934 -1.752765 1.415172 0.754 0.418 -1.213


No. 6
18
Properties=species:S:1:pos:R:3:forces:R:3 method="wB97M-V/def2-TZVPD" smiles="N[C@@H]1[C@H]2C=NNC[C@@]12O" max_force_ev_per_a=9.7
O 1.449701 1.301757 -0.889554 3.283 -1.805 -0.886
N -1.593044 0.626256 0.718274 -5.179 -0.625 2.880
N -2.224418 -0.442638 -0.039399 -1.158 2.366 2.842
N 1.991826 -0.802007 0.608424 8.751 -2.860 3.080
C 0.726377 -0.573254 0.481525 -8.521 0.978 1.299
C -0.746082 1.475979 -0.003842 0.410 2.637 1.113
C 0.441927 0.620297 -0.337542 -2.008 -0.405 -0.789
C -1.459592 -1.117465 -0.743482 0.733 -1.695 -2.415
C 0.005696 -0.772141 -0.886642 1.298 -2.046 -0.309
H -2.085343 -1.952550 -1.268382 1.969 1.273 0.559
H 2.451576 -0.219256 1.403753 -1.081 -1.189 -1.907
H 2.157346 0.529792 -0.927089 -1.141 2.417 0.005
H 2.358012 -1.817900 0.805130 -1.322 2.433 -0.675
H -0.453312 2.366507 0.728195 -0.311 -1.796 -1.552
H -2.372389 1.021922 1.473854 2.843 -1.018 -3.306
H -1.222302 1.951188 -0.902706 0.527 -0.423 0.410
H -0.132015 -0.723738 1.259533 2.323 0.092 -0.580
H 0.706037 -1.472743 -1.480044 -1.417 1.666 0.231


No. 7
18
Properties=species:S:1:pos:R:3:forces:R:3 method="wB97M-V/def2-TZVPD" max_force_ev_per_a=1.7
O -0.364728 0.212956 -2.418948 -0.130 -0.077 0.066
N -2.753079 0.233809 0.280781 -0.362 0.083 0.218
N 1.927996 -1.250930 0.829112 0.049 -0.083 0.008
N -0.513521 -2.374382 0.146743 0.037 -0.150 -0.276
C 1.817322 1.204980 0.519308 -0.208 -0.202 0.327
C -0.871775 -1.237594 -0.045547 -1.054 -0.475 -0.504
C -1.302554 0.458650 -1.686973 0.204 0.252 -0.009
C -1.636583 -0.211506 -0.448197 0.714 -0.290 0.169
C 1.606259 -0.229830 0.144972 1.691 0.099 -0.074
H 2.042200 1.317927 1.580450 -0.061 0.007 0.002
H -1.970639 1.321074 -1.890268 -0.079 -0.062 -0.196
H 1.398262 -0.392718 -0.912878 -0.614 -0.071 0.070
H 2.305253 -1.038409 1.753816 -0.238 0.281 -0.017
H -2.768959 -0.085660 1.241244 -0.108 0.269 -0.198
H 2.646353 1.608160 -0.052890 0.171 0.029 -0.175
H -2.928438 1.224725 0.179156 0.108 -0.059 0.337
H 0.942840 1.790453 0.260301 -0.191 0.178 0.002
H 0.423790 -2.551705 0.519819 0.070 0.272 0.250


No. 8
18
Properties=species:S:1:pos:R:3:forces:R:3 method="wB97M-V/def2-TZVPD" max_force_ev_per_a=4.5
O -1.392561 1.691165 -0.916275 0.994 -1.629 -0.151
N 1.827501 -0.788513 -0.032285 2.315 -1.330 -0.391
N 0.678524 1.769319 0.885004 0.621 0.517 -0.126
N -0.190239 -1.777796 0.346028 -1.626 -0.487 -0.687
C 0.463633 -0.547014 0.165975 2.199 0.561 2.002
C 2.797463 -0.176224 -0.576360 -1.998 1.404 0.870
C -0.005020 0.595468 0.802564 -1.839 -0.399 -3.697
C -1.265818 0.614168 -0.347595 -1.325 3.125 3.014
C -2.484339 -0.254117 -0.161769 -0.143 -0.583 -0.297
H -0.216915 -2.305773 -0.517730 0.118 -0.150 0.134
H -2.557538 -0.941579 -1.008488 -0.161 -0.186 0.252
H -2.483971 -0.782175 0.787995 0.291 -0.192 -0.293
H -3.373291 0.381635 -0.168471 0.292 0.209 -0.272
H 1.435313 1.947439 0.233997 -0.021 -0.280 0.382
H 0.246380 -2.343483 1.063965 0.164 0.234 -0.138
H 3.825664 -0.551990 -0.566178 -0.411 -0.092 -0.021
H 2.583259 0.858881 -0.890998 0.773 -0.303 -0.761
H 0.111955 2.610588 0.900621 -0.241 -0.419 0.180


No. 9
18
Properties=species:S:1:pos:R:3:forces:R:3 method="wB97M-V/def2-TZVPD" max_force_ev_per_a=6.0
O 1.381727 0.889262 -2.697774 2.107 3.906 -3.057
N -1.006677 -1.566279 0.386928 5.020 1.591 2.849
N -2.129293 -1.818731 1.049398 -3.500 -4.265 -1.159
N 0.460236 1.624986 -1.966776 -0.697 -1.252 1.371
C 1.453926 0.133041 -0.349808 -0.143 2.926 0.422
C 0.368454 1.079506 -0.806992 -1.092 1.530 -1.285
C 0.046657 -1.278478 1.167937 -0.729 -0.625 -2.429
C 1.327467 -0.791870 0.579043 0.675 -1.943 0.625
C -0.784218 1.669690 0.020949 0.009 -2.671 1.491
H 1.718119 1.734526 -3.250456 -0.613 -3.441 1.157
H 2.440102 0.652921 -0.517621 -0.877 -1.372 -0.332
H -2.039979 -2.186696 2.047315 0.041 0.515 -1.640
H -0.187051 2.099881 0.865122 -1.261 -0.353 0.063
H -1.359241 0.623176 0.313976 1.006 3.322 -0.185
H 2.283812 -1.321526 0.911607 -1.436 0.902 -0.083
H -1.503738 2.453327 -0.386660 1.410 -1.327 -0.070
H 0.137564 -1.376336 2.274674 -0.889 -0.173 -0.664
H -2.607865 -2.620402 0.359137 0.968 2.730 2.925


No. 10
19
Properties=species:S:1:pos:R:3:forces:R:3 method="wB97M-V/def2-TZVPD" max_force_ev_per_a=4.9
O 2.403001 1.353756 -0.734440 1.836 -0.660 1.291
O -1.991587 -1.190254 -0.367337 0.090 0.298 -0.459
N 0.148190 -0.505336 2.204402 0.297 -0.558 0.506
N 2.163322 -0.908301 -1.085808 0.312 -0.513 0.657
N -0.377096 0.737329 -1.885931 0.282 1.166 -0.267
C -1.875015 -0.800186 0.978133 -0.281 -0.011 0.485
C -0.321028 1.193056 0.470633 -0.107 0.151 0.172
C 1.775325 0.300496 -0.663060 -1.730 3.024 -3.398
C 0.315784 0.797391 -0.830628 -0.612 -2.656 1.231
C -0.601198 -0.050574 1.303626 -0.099 0.209 -0.522
H -1.935198 -0.403931 -0.939233 -0.009 -0.305 0.095
H 3.151619 -1.102759 -1.165868 -0.106 0.033 0.016
H 0.991608 0.037450 2.381035 -0.084 0.286 -0.129
H 0.138898 0.536355 -2.739411 0.114 -0.616 0.185
H 0.366511 1.844707 1.010314 -0.024 0.039 0.024
H -1.249185 1.727777 0.266201 0.023 0.048 -0.019
H -1.898095 -1.715727 1.569597 0.027 0.137 0.043
H -2.725871 -0.169225 1.285434 0.065 -0.074 -0.035
H 1.520014 -1.682026 -1.057660 0.006 0.003 0.124


Kohn-Sham gap for every record listed, in sequence, given in eV: 8.840 9.094 8.640 8.229 9.442 8.693 8.305 8.139 9.002 10.141.
DFT total energy for every record listed, in sequence, given in a.u.: -360.023168 -360.016372 -360.016113 -435.312829 -435.324280 -435.269691 -435.341283 -435.287389 -435.229166 -510.632632.
Energy above the lowest of the compared OMol25 structures with the same formula, charge and spin for every record listed, in sequence, given in eV: 4.737 4.922 4.929 3.943 3.631 5.117 3.168 4.635 6.219 1.560.